1.
# C3H6N3S

An isolated ion of composition C3H6N3S and charge +1 at a distorted geometry (ωB97M-V with the def2-TZVPD basis set, OMol25).

Output
* LUMO energy: -3.62 eV
* E: -18504.3962 eV
* ΔE to the lowest compared entry with this formula, charge and spin: 54.5 kcal/mol
* HOMO: -14.09 eV
* SMILES: NC1=N[N@H+]2C[C@H]2S1
* charge: +1

Cartesian coordinates (Å):
1 N 0.824 1.432 -1.991
2 C 0.558 0.711 -0.925
3 N 0.142 1.072 0.218
4 N -0.052 0.038 1.183
5 C -1.197 -0.808 1.114
6 C 0.068 -1.378 0.682
7 S 0.659 -1.256 -1.038
8 H 0.939 2.405 -2.144
9 H 0.685 0.971 -2.913
10 H 0.293 0.346 2.032
11 H -1.952 -0.369 0.313
12 H -1.535 -1.102 2.044
13 H 0.569 -2.062 1.425


2.
# C8H19OS

A 2-piece molecular cluster, C8H19OS overall at a distorted geometry (ωB97M-V with the def2-TZVPD basis set, OMol25).

Output
* LUMO energy: -6.26 eV
* E: -21474.9447 eV
* ΔE to the lowest compared entry with this formula, charge and spin: 63.9 kcal/mol
* HOMO: -12.15 eV
* charge: +1

Cartesian coordinates (Å):
1 C 2.060 2.310 1.087
2 C 1.138 1.711 1.947
3 S -0.095 2.718 2.697
4 C -1.488 2.971 1.519
5 C -2.194 1.614 1.331
6 H 1.829 2.542 0.047
7 H 3.069 2.505 1.447
8 H 1.083 0.650 2.150
9 H 0.416 3.955 2.893
10 H -2.219 3.676 1.907
11 H -1.043 3.328 0.596
12 H -2.952 1.539 2.105
13 H -1.499 0.780 1.404
14 H -2.637 1.646 0.340
15 C -0.396 -0.385 -1.425
16 C -0.288 -1.540 -0.440
17 O -0.650 -2.785 -0.981
18 C 0.138 -3.246 -2.071
19 C 1.600 -3.458 -1.720
20 H -1.380 -0.372 -1.896
21 H -0.236 0.568 -0.912
22 H 0.347 -0.464 -2.219
23 H -0.979 -1.369 0.390
24 H 0.719 -1.587 -0.004
25 H 0.036 -2.572 -2.929
26 H -0.301 -4.196 -2.369
27 H 2.109 -2.514 -1.511
28 H 2.121 -3.937 -2.548
29 H 1.694 -4.085 -0.833


3.
# C42H112O14

C42H112O14 as an isolated structure at a distorted geometry (ωB97M-V with the def2-TZVPD basis set, OMol25).

Output
* LUMO energy: 0.05 eV
* E: -73987.1189 eV
* ΔE to the lowest compared entry with this formula, charge and spin: 1137.6 kcal/mol
* HOMO: -7.66 eV

Cartesian coordinates (Å):
1 C -3.694 1.971 -4.545
2 C -2.437 1.093 -4.332
3 C -1.882 1.407 -2.992
4 O -2.938 -0.252 -4.412
5 H -4.088 2.032 -5.559
6 H -3.453 3.001 -4.283
7 H -4.498 1.576 -3.924
8 H -1.671 1.271 -5.086
9 H -1.375 2.369 -2.915
10 H -1.086 0.693 -2.782
11 H -2.560 1.296 -2.146
12 H -3.648 -0.407 -3.784
13 C 2.057 4.051 2.283
14 C 1.360 3.657 1.003
15 C 1.082 2.112 0.742
16 O 0.146 4.405 0.959
17 H 1.474 3.812 3.173
18 H 2.375 5.092 2.236
19 H 3.024 3.559 2.396
20 H 2.007 4.009 0.199
21 H 0.535 1.948 -0.187
22 H 0.445 1.687 1.517
23 H 2.039 1.592 0.769
24 H 0.342 5.345 0.937
25 C -0.216 -2.519 2.280
26 C -0.055 -3.228 3.617
27 C 0.984 -4.376 3.596
28 O 0.365 -2.203 4.495
29 H 0.665 -1.919 2.050
30 H -1.053 -1.821 2.300
31 H -0.356 -3.277 1.509
32 H -0.999 -3.645 3.968
33 H 0.777 -5.143 2.851
34 H 1.091 -4.889 4.552
35 H 1.954 -4.055 3.215
36 H -0.219 -1.459 4.328
37 C 3.242 -0.272 -0.018
38 C 3.469 -1.105 -1.268
39 C 4.704 -1.885 -1.189
40 O 2.426 -1.940 -1.631
41 H 3.041 -0.959 0.804
42 H 2.403 0.408 -0.165
43 H 4.074 0.355 0.302
44 H 3.527 -0.436 -2.127
45 H 5.118 -2.258 -2.126
46 H 4.620 -2.617 -0.386
47 H 5.511 -1.216 -0.888
48 H 1.583 -1.487 -1.714
49 C -2.352 -3.794 -2.472
50 C -1.339 -2.584 -2.355
51 C -2.062 -1.242 -2.395
52 O -0.705 -2.699 -1.127
53 H -1.878 -4.775 -2.516
54 H -2.953 -3.666 -3.372
55 H -3.099 -3.641 -1.693
56 H -0.554 -2.691 -3.104
57 H -2.988 -1.213 -2.969
58 H -1.443 -0.472 -2.856
59 H -2.385 -0.992 -1.385
60 H -0.865 -3.562 -0.740
61 C -1.382 2.984 -0.702
62 C -2.215 4.267 -0.982
63 C -1.473 5.536 -0.685
64 O -2.604 4.173 -2.310
65 H -0.517 2.879 -1.356
66 H -1.987 2.083 -0.803
67 H -1.084 3.062 0.344
68 H -3.117 4.365 -0.379
69 H -1.344 5.661 0.390
70 H -2.058 6.408 -0.979
71 H -0.498 5.528 -1.172
72 H -1.940 4.621 -2.839
73 C -0.062 1.173 4.779
74 C -1.224 0.295 4.401
75 C -1.242 0.056 2.898
76 O -1.076 -0.980 5.000
77 H -0.059 1.361 5.853
78 H -0.156 2.133 4.271
79 H 0.882 0.709 4.493
80 H -2.096 0.857 4.737
81 H -2.021 -0.666 2.654
82 H -0.290 -0.340 2.546
83 H -1.458 0.913 2.260
84 H -1.260 -0.886 5.938
85 C 3.107 2.223 -1.009
86 C 2.291 3.035 -1.985
87 C 2.669 4.502 -2.173
88 O 2.094 2.374 -3.220
89 H 4.146 2.216 -1.341
90 H 2.820 1.173 -0.948
91 H 3.004 2.767 -0.070
92 H 1.278 3.067 -1.584
93 H 2.653 5.069 -1.242
94 H 1.871 4.910 -2.794
95 H 3.584 4.607 -2.756
96 H 1.598 1.562 -3.088
97 C 2.188 -3.164 0.448
98 C 3.155 -3.754 1.502
99 C 3.098 -5.297 1.530
100 O 4.491 -3.453 1.176
101 H 2.055 -2.126 0.755
102 H 1.171 -3.550 0.511
103 H 2.552 -3.213 -0.578
104 H 2.882 -3.322 2.464
105 H 3.786 -5.822 2.192
106 H 3.383 -5.683 0.551
107 H 2.104 -5.701 1.725
108 H 4.682 -3.838 0.317
109 C -5.426 2.622 0.390
110 C -4.524 2.081 -0.772
111 C -3.370 1.141 -0.298
112 O -5.246 1.454 -1.805
113 H -6.182 3.285 -0.033
114 H -4.878 3.158 1.165
115 H -5.956 1.780 0.834
116 H -4.028 2.915 -1.268
117 H -3.603 0.102 -0.063
118 H -3.060 1.494 0.685
119 H -2.423 1.111 -0.837
120 H -5.827 2.127 -2.166
121 C -0.931 0.412 -0.544
122 C 0.454 -0.220 -0.514
123 C 0.611 -1.059 0.731
124 O 0.698 -1.192 -1.544
125 H -1.779 -0.268 -0.635
126 H -0.953 0.998 -1.463
127 H -1.165 1.104 0.265
128 H 1.261 0.512 -0.543
129 H 1.593 -1.437 1.014
130 H -0.141 -1.844 0.817
131 H 0.385 -0.413 1.580
132 H -0.046 -1.796 -1.479
133 C -2.657 -1.153 1.203
134 C -3.397 -2.464 1.400
135 C -3.314 -3.364 0.138
136 O -2.986 -3.187 2.526
137 H -2.980 -0.494 2.008
138 H -2.969 -0.632 0.298
139 H -1.572 -1.222 1.121
140 H -4.468 -2.260 1.415
141 H -3.410 -2.837 -0.811
142 H -4.060 -4.158 0.110
143 H -2.387 -3.938 0.159
144 H -2.996 -2.547 3.242
145 C 2.116 0.485 2.696
146 C 2.532 -0.548 3.714
147 C 2.841 -1.951 3.133
148 O 3.680 -0.148 4.432
149 H 2.988 0.759 2.102
150 H 1.722 1.355 3.222
151 H 1.399 0.027 2.016
152 H 1.689 -0.675 4.393
153 H 1.977 -2.555 2.854
154 H 3.516 -2.489 3.799
155 H 3.407 -1.862 2.206
156 H 3.800 0.790 4.266
157 C 1.969 -1.249 -3.928
158 C 1.744 0.209 -3.647
159 C 0.354 0.713 -4.086
160 O 1.874 0.385 -2.233
161 H 1.975 -1.459 -4.997
162 H 1.234 -1.906 -3.463
163 H 3.003 -1.502 -3.694
164 H 2.543 0.690 -4.211
165 H 0.342 0.760 -5.175
166 H 0.156 1.703 -3.677
167 H -0.400 0.009 -3.733
168 H 1.306 -0.166 -1.690


4.
# C29H90AgN16O13

C29H90AgN16O13 as an isolated structure at a distorted geometry (ωB97M-V with the def2-TZVPD basis set, OMol25).

Output
* LUMO energy: -1.59 eV
* E: -85986.7101 eV
* HOMO: -10.05 eV
* charge: +1

Cartesian coordinates (Å):
1 Ag 13.756 14.727 13.539
2 C 14.885 10.495 17.930
3 C 14.240 11.701 18.586
4 C 15.253 12.717 19.113
5 O 16.289 12.144 19.797
6 C 16.091 11.998 21.217
7 N 13.351 12.345 17.669
8 H 15.561 10.810 17.135
9 H 14.193 9.743 17.552
10 H 15.568 9.991 18.615
11 H 13.710 11.387 19.485
12 H 14.803 13.590 19.587
13 H 15.684 13.146 18.208
14 H 15.458 11.180 21.560
15 H 15.840 12.912 21.757
16 H 17.030 11.563 21.558
17 H 13.771 12.528 16.768
18 H 13.178 13.271 18.033
19 C 14.590 22.921 16.822
20 C 15.227 21.489 16.726
21 C 15.914 21.154 15.335
22 O 16.312 19.783 15.289
23 C 15.264 18.900 14.962
24 N 16.180 21.420 17.806
25 H 15.360 23.680 16.682
26 H 13.981 23.105 17.707
27 H 13.983 23.059 15.927
28 H 14.416 20.772 16.856
29 H 16.775 21.822 15.313
30 H 15.395 21.419 14.414
31 H 14.983 19.143 13.938
32 H 14.383 19.048 15.587
33 H 15.482 17.832 14.955
34 H 16.989 22.003 17.647
35 H 15.733 21.653 18.682
36 C 10.632 22.516 13.409
37 C 12.147 22.623 13.567
38 C 12.927 22.021 12.349
39 O 12.981 20.642 12.416
40 C 13.763 20.106 11.383
41 N 12.566 24.038 13.705
42 H 10.106 23.095 14.168
43 H 10.256 21.502 13.547
44 H 10.431 22.768 12.368
45 H 12.434 22.167 14.515
46 H 13.929 22.412 12.169
47 H 12.448 22.404 11.447
48 H 13.878 19.023 11.412
49 H 14.724 20.620 11.390
50 H 13.291 20.361 10.434
51 H 13.558 24.188 13.591
52 H 12.195 24.485 12.879
53 C 17.734 12.566 13.800
54 C 16.470 13.490 13.642
55 C 16.913 14.768 12.930
56 O 15.844 15.685 12.874
57 C 16.292 16.887 12.326
58 N 15.434 12.872 12.790
59 H 18.291 12.945 14.657
60 H 18.272 12.408 12.865
61 H 17.429 11.553 14.062
62 H 16.084 13.685 14.642
63 H 17.319 14.612 11.930
64 H 17.764 15.145 13.496
65 H 16.780 16.708 11.367
66 H 16.805 17.462 13.097
67 H 15.344 17.367 12.084
68 H 15.399 11.867 12.882
69 H 15.747 12.963 11.834
70 C 11.668 12.036 11.817
71 C 11.302 12.115 13.320
72 C 12.175 11.299 14.271
73 O 12.370 10.038 13.654
74 C 12.701 8.984 14.562
75 N 11.361 13.521 13.729
76 H 12.643 12.465 11.584
77 H 10.938 12.478 11.138
78 H 11.728 11.003 11.475
79 H 10.264 11.792 13.396
80 H 11.607 11.232 15.199
81 H 13.167 11.742 14.360
82 H 11.836 8.825 15.207
83 H 13.600 9.180 15.146
84 H 12.875 8.162 13.868
85 H 10.945 13.580 14.648
86 H 10.664 13.973 13.155
87 C 8.328 14.586 12.206
88 C 8.394 15.684 13.215
89 C 7.730 16.955 12.771
90 O 7.880 17.957 13.790
91 C 8.023 19.249 13.222
92 N 7.870 15.213 14.492
93 H 8.968 13.712 12.326
94 H 8.644 14.932 11.221
95 H 7.328 14.155 12.154
96 H 9.413 15.946 13.501
97 H 6.688 16.689 12.592
98 H 8.265 17.235 11.864
99 H 8.983 19.365 12.719
100 H 8.051 19.978 14.032
101 H 7.231 19.482 12.511
102 H 8.048 16.110 14.921
103 H 8.513 14.617 14.993
104 C 11.846 17.327 14.614
105 O 12.576 16.603 13.932
106 N 11.087 16.915 15.569
107 N 11.772 18.656 14.538
108 H 10.695 17.546 16.253
109 H 10.999 15.915 15.683
110 H 11.322 19.129 15.309
111 H 12.238 19.217 13.839
112 C 13.686 12.893 8.590
113 O 12.556 13.279 8.276
114 N 14.178 11.786 8.077
115 N 14.478 13.392 9.552
116 H 15.081 11.403 8.315
117 H 13.711 11.437 7.252
118 H 15.305 12.878 9.822
119 H 14.081 14.011 10.245
120 C 12.069 15.878 10.781
121 O 12.859 15.156 11.384
122 N 11.562 15.512 9.632
123 N 11.574 17.008 11.121
124 H 11.851 14.587 9.347
125 H 10.731 15.983 9.302
126 H 11.052 17.524 10.427
127 H 11.996 17.315 11.986
128 C 18.128 16.512 16.231
129 O 17.069 15.952 16.502
130 N 18.298 17.736 15.859
131 N 19.309 16.017 16.465
132 H 17.483 18.316 15.721
133 H 19.201 18.100 15.592
134 H 19.534 15.080 16.768
135 H 20.063 16.688 16.419
136 C 9.399 13.611 16.987
137 O 9.991 14.142 16.098
138 N 9.951 12.674 17.729
139 N 8.216 13.901 17.441
140 H 9.428 12.310 18.513
141 H 10.846 12.275 17.485
142 H 7.798 14.763 17.122
143 H 7.865 13.270 18.147
144 O 14.554 14.975 15.846
145 H 15.508 15.042 15.886
146 H 14.250 15.410 16.642
147 O 14.950 9.840 12.496
148 H 14.190 9.905 13.075
149 H 14.963 8.924 12.218


Number 1: orbital gap 10.473 eV. Number 2: orbital gap 5.897 eV. Number 3: orbital gap 7.715 eV. Number 4: orbital gap 8.461 eV.